Model P:
20
Properties=species:S:1:pos:R:3 method="wB97M-V/def2-TZVPD" orbital_gap_ev=11.63 e_lumo_ev=-2.84 smiles="C=NCC[C@@H](C)[NH3+]" total_charge=+1 homo_energy_ev=-14.461
C 0.9597 2.8739 0.2592
N 0.7660 1.6758 -0.1161
C 1.3028 0.5821 0.6988
C 0.2423 -0.5070 0.8677
C -0.2431 -1.0442 -0.4587
C -1.0600 -2.3161 -0.3694
N -1.0620 0.0687 -1.0609
H 0.4825 3.7008 -0.2473
H 1.6178 3.1203 1.0751
H 2.1933 0.1370 0.2168
H 1.6305 0.9979 1.6614
H 0.6339 -1.2521 1.5561
H -0.6293 -0.1110 1.3869
H 0.6321 -1.1175 -1.1186
H -1.6518 -2.5045 -1.2636
H -0.3854 -3.0948 -0.1061
H -1.7582 -2.1881 0.4213
H -0.4188 0.9140 -1.0765
H -1.4427 -0.2183 -1.9449
H -1.8097 0.2830 -0.3812

=====

Model Q:
20
Properties=species:S:1:pos:R:3 method="wB97M-V/def2-TZVPD" orbital_gap_ev=9.35 e_lumo_ev=-4.08 total_charge=+1 homo_energy_ev=-13.429
C -0.6564 -1.1833 0.5430
C 0.2310 0.8064 -0.1777
C 0.8560 1.9798 0.4650
C -2.5136 -0.0170 -0.4151
C 1.8333 -1.1667 -0.3435
N -1.4961 0.0219 0.5409
N 0.7586 -0.4629 0.4952
H -0.6951 -1.7530 1.5959
H -0.7008 -1.8805 -0.2182
H 0.3729 0.6009 -1.2492
H 0.4446 2.3859 1.4399
H 0.6788 2.9283 -0.1266
H 1.8883 1.7785 0.2716
H -2.7558 1.0340 -0.7276
H -2.3921 -0.5990 -1.4781
H -3.4812 -0.6023 0.0380
H 2.3465 -2.0087 0.2373
H 1.4646 -1.8236 -1.1789
H 2.4930 -0.3285 -0.7110
H 1.1916 -0.3584 1.3519

=====

Model R:
20
Properties=species:S:1:pos:R:3 method="wB97M-V/def2-TZVPD" orbital_gap_ev=8.28 e_lumo_ev=-3.55 smiles="CN/C=C/CC[NH3+]" total_charge=+1 homo_energy_ev=-11.824
C 1.8332 -0.6259 -2.6125
N 0.5309 -0.6847 -1.9058
C 0.6654 -0.8256 -0.5047
C -0.2457 -0.9055 0.5023
C -0.0223 -0.1256 1.7954
C -0.8196 1.1469 1.9465
N -1.7095 1.4688 0.8359
H 2.4372 0.3532 -2.5003
H 1.5408 -0.6713 -3.7225
H 2.4855 -1.4598 -2.3708
H 0.0600 -1.0343 -2.7262
H 1.5803 -0.6687 -0.0075
H -1.3411 -1.1638 0.5302
H -0.3782 -0.8672 2.5706
H 0.9572 0.3648 2.0062
H -0.3970 2.1750 2.1560
H -1.3316 1.0104 2.9120
H -2.0205 2.4150 0.9347
H -1.2417 1.1791 -0.0914
H -2.5663 0.8927 1.0365

=====

Model S:
20
Properties=species:S:1:pos:R:3 method="wB97M-V/def2-TZVPD" orbital_gap_ev=11.33 e_lumo_ev=-3.06 smiles=C[C@H]1[C@H](N)[NH2+][C@@H]1C total_charge=+1 homo_energy_ev=-14.390
C -0.4988 -2.1647 0.0384
C -0.2489 -0.6850 -0.3497
C -1.2699 0.3438 0.3328
N -2.2289 0.9874 -0.3816
N 0.0146 1.2421 0.5107
C 0.9913 0.1310 0.3173
C 2.3054 0.4795 -0.4239
H -0.1712 -2.3045 1.0478
H 0.0841 -2.8009 -0.4689
H -1.5163 -2.4850 -0.0420
H -0.1971 -0.4825 -1.3985
H -1.6512 0.1076 1.4379
H -2.8255 1.7310 -0.0472
H -2.1169 0.9353 -1.3226
H 0.0625 1.9179 1.3713
H 0.0644 1.6952 -0.3724
H 1.2852 -0.2782 1.3221
H 2.2405 1.4489 -1.0405
H 2.6361 -0.3665 -0.9649
H 3.0403 0.5477 0.4338

=====

Going by the computed energies, the most stable comes first: model P, model S, model R, model Q.